# 1
ORCA calculation (ωB97M-V/def2-TZVPD) on a cluster of 8 separate species, C5H23NO9 in total.

Last column: Mulliken charge in e.
Atoms and positions in Å:
C1 -0.203 2.260 1.178  -0.9350
C2 -1.580 1.729 0.787  0.8608
O1 -2.558 2.386 1.036  -0.6049
N1 -1.744 0.594 -0.104  -0.1096
C3 -3.005 -0.171 0.209  -1.1396
C4 -0.566 -0.302 -0.070  0.3079
C5 -0.765 -1.307 -1.237  0.0763
O2 0.224 -1.628 -1.841  -0.5245
H1 -0.557 3.020 1.887  0.3603
H2 0.442 1.551 1.720  0.2999
H3 0.385 2.755 0.419  0.2364
H4 -3.393 -0.629 -0.702  0.3110
H5 -3.714 0.548 0.621  0.4205
H6 -2.736 -1.006 0.854  0.3437
H7 0.345 0.250 -0.279  -0.1897
H8 -0.317 -0.831 0.854  -0.0243
H9 -1.790 -1.675 -1.372  0.3100
O3 -1.314 1.464 -2.952  -0.7342
H10 -1.590 1.241 -2.035  0.5028
H11 -1.918 2.213 -3.056  0.3332
O4 -0.601 -4.213 0.947  -0.6270
H12 -0.590 -3.471 1.562  0.2915
H13 0.337 -4.219 0.704  0.3162
O5 0.892 -0.741 3.743  -0.6343
H14 0.115 -0.728 3.165  0.3279
H15 1.619 -0.975 3.164  0.3054
O6 2.583 -0.027 1.359  -0.5922
H16 2.606 0.252 0.409  0.2961
H17 3.192 0.529 1.862  0.2790
O7 1.222 2.159 -2.542  -0.6412
H18 1.341 3.076 -2.789  0.2527
H19 0.346 1.766 -2.793  0.3715
O8 1.587 -2.551 0.128  -0.5598
H20 1.853 -2.365 -0.771  0.2439
H21 1.914 -1.886 0.746  0.3194
O9 2.849 0.297 -1.232  -0.6852
H22 2.638 -0.411 -1.857  0.2819
H23 2.450 1.047 -1.722  0.3531

Computed properties:
electronic energy: -936.2081 a.u.
Kohn-Sham gap: 10.09 eV
SMILES: CC(=O)N(C)CC=O.O.O.O.O.O.O.O
energy above the lowest of the compared OMol25 structures with the same formula, charge and spin: 1.7994 eV

=====

# 2
ORCA calculation (ωB97M-V/def2-TZVPD) on the molecule CF4.

Last column: Mulliken charge in e.
Atoms and positions in Å:
F1 0.015 -0.085 1.287  -0.1803
C1 0.028 -0.010 0.020  0.7840
F2 -0.942 0.884 -0.298  -0.2150
F3 1.195 0.389 -0.453  -0.1887
F4 -0.296 -1.179 -0.556  -0.2001

Computed properties:
electronic energy: -437.5907 a.u.
Kohn-Sham gap: 16.00 eV
SMILES: FC(F)(F)F
energy above the lowest of the compared OMol25 structures with the same formula, charge and spin: 0.1195 eV

=====

# 3
ORCA calculation (ωB97M-V/def2-TZVPD) on a structure of composition C28H64N2O18P.

Last column: Mulliken charge in e.
Atoms and positions in Å:
N1 -35.742 26.069 19.746  -0.0591
H1 -36.239 25.239 20.378  -0.5565
H2 -35.029 25.752 19.199  0.1555
H3 -35.651 26.943 20.191  0.4823
H4 -36.557 26.372 19.152  0.1914
N2 -36.836 22.409 20.950  1.2230
H5 -36.254 21.871 20.589  0.7915
H6 -36.240 23.272 21.415  -0.5114
H7 -37.332 21.859 21.603  0.1396
H8 -37.332 22.703 20.230  -0.8805
P1 -35.856 23.493 18.059  -0.1863
O1 -36.365 22.367 17.297  -0.9245
O2 -37.239 24.185 18.501  0.1353
O3 -35.002 24.488 17.346  -0.8560
O4 -35.265 23.174 19.347  -0.4793
O5 -39.923 22.529 20.538  -0.1906
C1 -40.999 22.163 21.070  0.8987
O6 -42.097 21.909 20.328  -0.4339
C2 -42.042 22.185 18.862  0.9246
C3 -43.347 21.914 18.410  -2.2577
C4 -41.215 21.989 22.531  -1.5684
H9 -41.374 21.594 18.422  -0.1014
H10 -41.760 23.238 18.716  0.1604
H11 -43.961 22.432 19.007  0.6333
H12 -43.803 20.986 18.571  0.4900
H13 -43.420 21.962 17.345  0.4172
H14 -41.185 20.927 22.832  0.3249
H15 -42.084 22.458 22.529  0.6110
H16 -40.403 22.491 23.244  0.0805
O7 -37.614 19.649 19.598  -0.5734
C5 -37.792 19.548 18.353  0.5823
O8 -38.924 19.114 17.848  -0.3524
C6 -39.915 18.706 18.722  0.4891
C7 -41.166 18.315 17.953  -1.6006
C8 -36.774 20.061 17.478  0.6758
H17 -40.105 19.571 19.262  -0.2679
H18 -39.686 17.874 19.322  0.3568
H19 -40.908 17.590 17.335  0.5467
H20 -41.691 19.131 17.673  0.3570
H21 -41.791 17.728 18.767  0.3311
H22 -36.410 20.750 18.095  -1.2504
H23 -37.406 20.192 16.506  0.2004
H24 -35.988 19.277 17.206  0.4423
O9 -39.023 23.588 22.343  -0.5563
C9 -38.632 24.652 21.811  0.9468
O10 -37.798 25.447 22.387  -0.2553
C10 -37.015 24.976 23.602  -0.0485
C11 -36.454 26.254 24.242  -1.6463
C12 -39.300 25.272 20.604  -0.7953
H25 -36.272 24.355 23.463  -0.0444
H26 -37.661 24.406 24.197  0.6389
H27 -35.912 26.833 23.489  0.2820
H28 -35.848 25.920 24.922  0.6328
H29 -37.236 26.666 24.938  0.3170
H30 -39.845 26.208 21.030  0.3471
H31 -39.639 24.526 19.960  0.0160
H32 -38.484 25.635 20.139  0.2385
O11 -40.137 24.568 15.893  -0.6443
C13 -39.005 24.548 16.206  -0.1273
O12 -38.066 25.530 15.652  -0.4246
C14 -36.726 25.508 16.206  2.5604
C15 -36.077 26.715 15.386  -2.0940
C16 -38.487 23.742 17.344  1.0486
H33 -36.177 24.553 15.956  0.1194
H34 -36.821 25.695 17.111  -1.2041
H35 -34.991 26.882 15.768  0.2789
H36 -36.540 27.489 15.631  0.7072
H37 -35.995 26.427 14.352  0.4021
H38 -38.938 22.766 17.469  0.1599
H39 -38.540 24.396 18.216  -0.0902
H40 -37.491 23.418 17.257  -0.5136
O13 -31.172 20.266 16.681  -0.6463
C17 -32.198 20.544 17.258  0.4178
O14 -32.961 19.682 17.954  -0.4218
C18 -34.231 19.944 18.501  0.8833
C19 -34.828 18.650 19.094  -1.5383
C20 -32.545 22.026 17.235  -0.1175
H41 -34.912 20.398 17.728  0.3418
H42 -34.252 20.656 19.426  -0.2074
H43 -34.241 18.184 19.948  0.3457
H44 -35.043 17.844 18.400  0.4073
H45 -35.710 18.899 19.419  0.3948
H46 -33.489 22.414 16.767  -0.0211
H47 -31.977 22.605 16.648  0.5884
H48 -32.448 22.245 18.427  -0.1774
O15 -33.696 26.854 21.861  -0.5760
C21 -32.793 25.995 21.820  0.4553
O16 -31.492 26.295 21.892  -0.2744
C22 -31.047 27.640 22.001  -0.2318
C23 -29.475 27.690 21.860  -1.6443
C24 -33.060 24.431 21.783  0.0516
H49 -31.417 28.109 23.018  0.2637
H50 -31.448 28.329 21.323  0.3368
H51 -29.148 27.018 21.186  0.4903
H52 -29.139 27.209 22.565  0.6129
H53 -28.989 28.678 21.848  0.3372
H54 -32.656 23.842 22.801  0.3457
H55 -32.519 23.808 20.964  0.2674
H56 -34.080 24.342 21.484  -0.4210
O17 -37.166 20.606 22.578  -0.5922
C25 -36.093 20.487 23.157  0.8264
O18 -35.801 19.597 24.099  -0.3741
C26 -36.664 18.686 24.655  -0.3378
C27 -36.453 18.106 26.089  -1.1637
C28 -34.871 21.315 22.613  -0.8843
H57 -36.660 17.786 23.983  0.2929
H58 -37.577 19.116 24.382  0.3994
H59 -36.687 19.049 26.878  0.1978
H60 -35.444 17.927 26.053  0.3405
H61 -36.843 17.170 26.471  0.3853
H62 -34.952 21.868 21.724  -0.0294
H63 -34.077 20.485 22.690  0.3585
H64 -34.780 21.969 23.385  0.4764

Computed properties:
electronic energy: -2909.7698 a.u.
net charge: -1
Kohn-Sham gap: 3.04 eV
energy above the lowest of the compared OMol25 structures with the same formula, charge and spin: 0.0000 eV

=====

# 4
ORCA calculation (ωB97M-V/def2-TZVPD) on a cluster of 11 separate species, C43H88NO35P3 in total.

Last column: Mulliken charge in e.
Atoms and positions in Å:
O1 3.457 0.294 1.217  -0.4988
N1 3.330 0.006 0.047  1.4378
O2 4.158 -0.577 -0.622  -0.6636
C1 2.047 0.324 -0.576  -0.7254
C2 1.113 1.095 0.147  0.1955
C3 -0.109 1.430 -0.379  0.3632
C4 -0.378 1.031 -1.677  0.2509
C5 0.502 0.297 -2.450  -0.4729
C6 1.740 -0.032 -1.879  -0.4200
H1 1.320 1.341 1.180  -0.1071
H2 -0.875 1.866 0.247  0.2845
H3 -1.395 1.131 -2.041  -0.2802
H4 0.216 -0.035 -3.437  0.3283
H5 2.440 -0.678 -2.396  0.7113
C7 6.743 3.774 4.403  -0.6576
O3 6.578 4.019 3.017  -0.3847
P1 5.227 3.536 2.265  0.5408
O4 5.157 4.024 0.892  -0.7345
O5 5.252 1.957 2.495  0.5451
C8 6.369 1.166 2.102  -0.8064
O6 4.075 3.947 3.276  -0.3539
C9 2.730 3.601 2.983  0.1323
H6 5.947 3.202 4.884  0.2491
H7 6.716 4.744 4.905  0.2857
H8 7.686 3.291 4.656  0.2860
H9 7.056 1.780 1.520  0.4635
H10 6.104 0.239 1.600  0.0896
H11 6.898 0.864 3.013  0.2329
H12 2.165 4.449 2.589  0.2450
H13 2.214 3.229 3.866  -0.0385
H14 2.697 2.823 2.215  -0.0680
C10 -2.331 -1.858 -6.575  -0.5254
O7 -3.445 -1.360 -5.844  -0.3323
P2 -3.300 -0.298 -4.667  0.4604
O8 -4.482 0.297 -4.053  -0.7690
O9 -2.367 -1.108 -3.621  0.7397
C11 -2.859 -2.258 -2.954  -0.7057
O10 -2.267 0.778 -5.205  -0.2448
C12 -2.750 2.012 -5.736  -0.5260
H15 -2.505 -2.922 -6.732  0.2596
H16 -1.421 -1.627 -6.022  0.1282
H17 -2.206 -1.445 -7.579  0.2736
H18 -3.935 -2.397 -3.131  0.4991
H19 -2.852 -2.103 -1.877  -0.2210
H20 -2.421 -3.182 -3.328  0.2733
H21 -2.352 2.217 -6.725  0.3437
H22 -2.489 2.796 -5.030  -0.1665
H23 -3.837 2.065 -5.835  0.4288
C13 -7.183 -2.598 1.705  -0.8593
O11 -5.812 -2.250 1.684  -0.2223
P3 -5.052 -2.009 0.303  0.6330
O12 -5.840 -2.012 -0.943  -0.8136
O13 -3.870 -3.092 0.320  0.0906
C14 -4.188 -4.453 0.657  -0.9044
O14 -4.276 -0.658 0.588  0.1545
C15 -3.812 0.140 -0.517  -0.6153
H24 -7.814 -1.779 2.045  0.3040
H25 -7.330 -3.487 2.320  0.2838
H26 -7.609 -2.899 0.743  0.3487
H27 -3.598 -4.731 1.525  0.2570
H28 -3.918 -5.074 -0.199  0.2778
H29 -5.262 -4.608 0.769  0.3495
H30 -2.730 0.070 -0.638  -0.0608
H31 -4.052 1.169 -0.254  0.0044
H32 -4.267 -0.125 -1.471  0.5861
C16 2.193 -3.588 -0.547  -0.4379
C17 2.911 -3.719 0.780  -0.1109
O15 4.314 -3.794 0.553  -0.3397
C18 4.927 -4.851 0.028  0.7093
O16 4.515 -5.980 0.114  -0.6007
O17 6.068 -4.438 -0.476  -0.2565
C19 7.073 -5.385 -0.836  -0.7508
H33 2.604 -2.710 -1.046  0.1245
H34 1.134 -3.445 -0.318  0.2919
H35 2.325 -4.456 -1.191  0.4632
H36 2.651 -4.620 1.346  0.4614
H37 2.677 -2.868 1.414  -0.4762
H38 7.804 -4.881 -1.462  0.2364
H39 6.627 -6.177 -1.437  0.3122
H40 7.538 -5.730 0.085  0.2953
C20 3.954 -5.284 3.813  -1.0385
C21 2.710 -4.637 4.401  -0.3143
O18 3.031 -3.222 4.529  -0.0676
C22 3.071 -2.707 5.758  0.5143
O19 3.080 -3.360 6.771  -0.6271
O20 3.150 -1.389 5.763  -0.4046
C23 3.363 -0.663 4.550  -0.1487
H41 3.779 -6.278 3.397  0.3927
H42 4.710 -5.416 4.587  0.3987
H43 4.340 -4.680 2.994  0.1163
H44 2.458 -5.028 5.381  0.4893
H45 1.842 -4.664 3.744  0.2107
H46 4.424 -0.682 4.302  0.4619
H47 3.143 0.385 4.746  0.0864
H48 2.749 -1.024 3.732  -0.0699
C24 1.633 -2.893 -4.168  -1.2367
C25 0.529 -3.715 -3.533  0.3722
O21 0.831 -5.108 -3.450  -0.3758
C26 0.207 -5.815 -2.547  0.7327
O22 -0.562 -5.430 -1.701  -0.4896
O23 0.488 -7.107 -2.743  -0.4043
C27 -0.019 -8.066 -1.851  -0.6659
H49 2.547 -3.128 -3.620  0.3528
H50 1.451 -1.829 -4.046  -0.0146
H51 1.701 -3.163 -5.220  0.4662
H52 -0.353 -3.637 -4.175  0.5234
H53 0.230 -3.344 -2.553  -0.0065
H54 0.560 -8.975 -1.985  0.2472
H55 -1.074 -8.304 -2.009  0.2876
H56 0.060 -7.734 -0.814  0.2920
C28 1.964 4.104 -4.397  -1.5106
C29 0.780 3.517 -3.664  0.5115
O24 -0.100 4.588 -3.286  -0.2784
C30 -0.955 4.994 -4.224  0.8366
O25 -0.909 4.723 -5.395  -0.6125
O26 -1.828 5.811 -3.647  -0.3134
C31 -2.905 6.299 -4.453  -0.8219
H57 2.691 3.335 -4.677  0.4193
H58 2.469 4.819 -3.748  0.3336
H59 1.753 4.607 -5.341  0.3476
H60 1.160 3.123 -2.719  -0.0098
H61 0.298 2.650 -4.116  0.1074
H62 -2.783 5.987 -5.487  0.3877
H63 -2.963 7.382 -4.390  0.2835
H64 -3.818 5.891 -4.022  0.2082
C32 -3.674 0.414 4.178  -1.4402
C33 -3.218 1.336 3.061  0.6890
O27 -2.756 2.533 3.698  -0.3261
C34 -1.960 3.288 2.990  0.1128
O28 -1.434 2.998 1.944  -0.1148
O29 -1.768 4.464 3.612  -0.4625
C35 -0.761 5.330 3.116  -0.5582
H65 -4.099 -0.525 3.831  0.2411
H66 -4.437 0.955 4.744  0.4645
H67 -2.880 0.210 4.900  0.2200
H68 -4.123 1.424 2.452  0.5114
H69 -2.545 0.837 2.368  -0.6464
H70 -0.130 4.950 2.312  0.0084
H71 -0.150 5.629 3.965  0.3826
H72 -1.255 6.200 2.685  0.2836
C36 -1.172 -1.451 1.338  1.9466
C37 -0.304 -1.438 2.605  -0.8013
O30 0.162 -0.132 2.952  0.5254
C38 -0.316 0.392 4.087  0.0791
O31 -0.963 -0.214 4.900  -0.6774
O32 0.144 1.619 4.206  0.8089
C39 -0.215 2.299 5.423  -1.1954
H73 -1.724 -2.389 1.288  0.5815
H74 -0.543 -1.396 0.447  -0.4934
H75 -1.867 -0.613 1.336  -1.6997
H76 0.578 -2.045 2.423  -0.4177
H77 -0.875 -1.841 3.439  0.6717
H78 -0.763 3.193 5.127  0.2287
H79 0.687 2.613 5.944  0.3263
H80 -0.834 1.706 6.087  0.4800
C40 -1.772 6.776 0.008  -1.8848
C41 -1.893 5.410 -0.649  1.7983
O33 -3.257 5.171 -0.989  -0.4792
C42 -3.488 4.065 -1.676  0.3110
O34 -2.740 3.148 -1.869  0.3512
O35 -4.806 4.038 -1.937  -0.4860
C43 -5.380 3.206 -2.921  -0.3787
H81 -2.389 6.865 0.899  0.3702
H82 -2.118 7.547 -0.684  0.4213
H83 -0.715 6.985 0.164  0.3856
H84 -1.461 4.629 -0.017  -0.4784
H85 -1.259 5.363 -1.539  -0.2232
H86 -5.522 2.224 -2.459  0.1018
H87 -4.686 3.012 -3.745  0.0372
H88 -6.315 3.582 -3.321  0.3751

Computed properties:
electronic energy: -5403.6938 a.u.
Kohn-Sham gap: 9.48 eV
SMILES: O=[N+]([O-])c1ccccc1.COP(=O)(OC)OC.COP(=O)(OC)OC.COP(=O)(OC)OC.CCOC(=O)OC.CCOC(=O)OC.CCOC(=O)OC.CCOC(=O)OC.CCOC(=O)OC.CCOC(=O)OC.CCOC(=O)OC
energy above the lowest of the compared OMol25 structures with the same formula, charge and spin: 0.0000 eV